w:
Formula: C7H10O2
Source: the Open Molecules 2025 dataset
Level of theory: ωB97M-V with the def2-TZVPD basis set

- Kohn-Sham gap: 0.362 Ha
- HOMO energy: -0.33215 Ha

CARTESIAN COORDINATES (ANGSTROEM)
1 C -1.57 1.59 0.58
2 C -0.60 0.46 -0.03
3 C -0.83 -1.81 -0.19
4 C 0.59 -1.25 0.10
5 C 2.01 -0.38 0.32
6 C 1.74 0.84 -0.37
7 C 0.47 1.19 -0.72
8 H -2.71 0.85 0.67
9 H -1.56 2.40 -0.49
10 H -1.10 2.21 1.36
11 H -1.13 -1.74 0.90
12 H -1.29 -2.62 -0.93
13 H 0.45 -0.84 -1.02
14 H 2.31 -0.45 1.36
15 H 3.00 -0.57 -0.21
16 H 2.60 1.73 -0.49
17 H 0.12 2.13 -1.21
18 O -1.37 -0.54 -0.77
19 O -0.08 -0.33 1.01


x:
Formula: C7H10O2
Source: the Open Molecules 2025 dataset
Level of theory: ωB97M-V with the def2-TZVPD basis set

- Kohn-Sham gap: 0.363 Ha
- HOMO energy: -0.33067 Ha
- SMILES string: C=C(C)/C=C\OC(=C)O

CARTESIAN COORDINATES (ANGSTROEM)
1 C -0.67 0.41 1.10
2 C 0.56 -1.52 0.26
3 C 0.03 1.33 0.40
4 C -0.56 -0.98 0.61
5 C -0.04 1.78 -1.88
6 C -1.85 -1.73 0.38
7 C 0.49 2.84 -2.50
8 O 0.69 1.21 -0.77
9 O -1.19 1.11 -2.00
10 H -1.00 0.65 2.09
11 H 0.63 -2.61 0.01
12 H 0.08 2.34 0.89
13 H -2.13 -2.35 1.27
14 H -1.99 -2.37 -0.46
15 H -2.63 -0.94 0.16
16 H -0.19 3.30 -3.22
17 H 1.58 -1.18 0.39
18 H 1.42 3.30 -2.28
19 H -1.12 0.43 -1.30


Relative to the most stable one, in eV, the structures come out at w 6.507; x 0.000.


w:
Formula: C4H8N2S2
Source: the Open Molecules 2025 dataset
Level of theory: ωB97M-V with the def2-TZVPD basis set

- Kohn-Sham gap: 0.334 Ha
- HOMO energy: -0.30570 Ha
- SMILES string: NC(=S)N(S)C1CC1

CARTESIAN COORDINATES (ANGSTROEM)
1 C 0.75 -0.98 -1.16
2 C -0.09 0.11 0.87
3 C -0.21 1.59 0.59
4 C -1.30 0.86 1.31
5 H 2.46 -0.12 -1.83
6 H 1.72 0.71 -0.43
7 H -1.09 -2.69 -1.13
8 H 0.63 -0.23 1.62
9 H -0.39 1.86 -0.44
10 H 0.40 2.28 1.15
11 H -2.21 0.65 0.76
12 H -1.45 1.04 2.37
13 N 1.78 -0.12 -1.07
14 N -0.23 -0.82 -0.23
15 S 0.73 -2.13 -2.38
16 S -1.50 -2.00 -0.01


x:
Formula: C4H8N2S2
Source: the Open Molecules 2025 dataset
Level of theory: ωB97M-V with the def2-TZVPD basis set

- Kohn-Sham gap: 0.347 Ha
- HOMO energy: -0.32653 Ha
- SMILES string: [H]/N=C\N(S)C(=C)CS

CARTESIAN COORDINATES (ANGSTROEM)
1 C -1.46 0.45 -0.71
2 C -0.53 0.22 0.46
3 C -0.77 0.86 1.61
4 C 0.99 -1.14 -1.00
5 H -0.60 2.59 -1.05
6 H -1.61 -0.49 -1.27
7 H -2.39 0.75 -0.29
8 H -0.09 0.77 2.50
9 H -1.58 1.50 1.66
10 H 2.36 -0.29 1.62
11 H 0.36 -0.67 -1.80
12 H 2.32 -2.31 -0.42
13 N 0.56 -0.70 0.26
14 N 1.91 -1.95 -1.30
15 S -0.89 1.67 -1.92
16 S 1.41 -1.26 1.64


Relative to the most stable one, in eV, the structures come out at w 0.000; x 0.496.